Record 1
Here is one molecule with the formula C23H23ClN2O3S from the Open Molecules 2025 dataset. Energies are from wB97M-V/def2-TZVPD.

Each line ends with the natural charge from an NBO analysis.
Element x y z (Å)
C 0.93 0.94 0.68  -0.199
Cl 2.17 3.36 -1.02  -0.038
C 3.13 -0.74 0.81  -0.255
C -4.32 -0.59 0.48  -0.443
H -2.64 -1.27 -1.75  0.406
H 3.47 -0.35 5.11  0.201
H -0.55 -0.02 -3.13  0.286
O 3.28 -0.49 3.13  -0.493
H -4.31 -1.68 0.34  0.205
C -4.00 0.09 -0.86  -0.218
C 0.05 -2.60 -2.68  -0.240
H -0.84 0.79 4.33  0.207
H 0.13 -2.42 -3.73  0.229
H 2.87 1.14 4.34  0.179
O 0.83 1.48 -3.81  -0.614
C 2.81 0.05 4.34  -0.251
H 1.12 1.15 2.78  0.225
H -3.94 1.85 1.59  0.211
C -3.27 1.10 2.01  -0.232
C 1.31 1.40 -2.70  0.681
C -0.40 -0.17 -2.05  -0.189
C -1.53 0.51 3.54  -0.231
H 2.88 2.76 -3.18  0.245
C 0.20 -3.88 -2.09  -0.266
H 3.98 -1.40 0.88  0.225
H -3.93 1.17 -0.73  0.231
C -3.33 -0.21 1.55  0.070
C 2.54 -0.48 -0.41  -0.221
H -0.91 -1.54 3.50  0.210
H -5.32 -0.29 0.77  0.219
C -2.47 -1.15 2.10  -0.246
C 1.53 0.68 1.90  -0.307
C -0.22 -1.62 -1.77  -0.222
H 3.35 1.55 -1.95  0.232
S -0.28 -2.26 -0.16  0.462
H 2.92 -0.94 -1.31  0.221
C 2.63 -0.16 1.98  0.315
C -1.57 -0.79 3.08  -0.201
O -1.62 1.57 -0.88  -0.618
C 2.55 2.20 -2.31  -0.463
N -2.72 -0.33 -1.40  -0.621
H 0.42 -4.77 -2.64  0.227
H -2.51 -2.17 1.75  0.210
C -1.63 0.46 -1.35  0.685
H -4.78 -0.14 -1.59  0.199
C -2.38 1.46 2.99  -0.196
C 0.05 -3.84 -0.74  -0.406
H 0.07 1.59 0.62  0.261
H 0.11 -4.66 -0.04  0.236
H -2.34 2.48 3.34  0.213
N 0.81 0.59 -1.74  -0.469
C 1.43 0.37 -0.48  0.172
H 1.78 -0.26 4.54  0.173

Its SMILES is COc1ccc(N(C(=O)CCl)[C@H](C(=O)NCCc2ccccc2)c2cccs2)cc1. As for the net charge: 0. The value obtained for the highest occupied orbital energy is -0.31201 Eh. As for the HOMO-LUMO gap: 0.32829 hartree. The calculation puts the LUMO energy at 0.44 eV.

***

Record 2
Here is one molecule with the formula C3N3OPS3 in a non-equilibrium geometry from the Open Molecules 2025 dataset. Energies are from wB97M-V/def2-TZVPD.

Each line ends with the natural charge from an NBO analysis.
Element x y z (Å)
S 0.96 -3.00 1.01  0.215
N -1.21 -1.14 -2.66  -0.246
N 2.39 0.59 1.42  -0.284
C -0.64 -0.20 -2.33  -0.004
O -2.23 1.16 -0.14  -1.011
C 1.53 1.33 1.53  0.021
S 0.39 0.93 -1.62  0.098
N -0.51 -0.70 0.66  -0.900
S -0.01 2.01 1.48  0.061
C 0.18 -1.72 0.63  0.269
P -0.84 0.75 0.01  1.781

Its SMILES is N#CSP(=O)(N=C=S)SC#N. As for the net charge: 0. The value obtained for the highest occupied orbital energy is -0.38896 Eh. As for the HOMO-LUMO gap: 0.36030 hartree. The calculation puts the LUMO energy at -0.78 eV.

***

Record 3
Here is one molecule with the formula C20H27NO4 from the Open Molecules 2025 dataset. Energies are from wB97M-V/def2-TZVPD.

Each line ends with the natural charge from an NBO analysis.
Element x y z (Å)
C -1.52 -1.74 0.32  0.388
H -1.72 4.56 -0.79  0.214
C -1.84 -3.04 0.64  -0.359
O 1.94 3.77 -1.46  -0.597
H -0.12 3.15 -2.98  0.203
O -2.02 -1.04 -0.73  -0.503
H -1.38 -5.17 4.00  0.179
H 0.64 -1.10 2.85  0.225
C 3.52 1.01 0.84  -0.616
H -2.35 2.29 -3.74  0.205
C -1.05 3.58 -2.59  -0.377
C 4.09 -0.54 -1.03  -0.597
C 0.63 0.76 0.02  0.409
C -0.05 -1.65 2.23  -0.162
H 2.62 1.19 -2.49  0.224
C -3.00 -1.65 -1.54  -0.253
O -1.41 2.60 0.62  -0.626
H 4.21 -1.36 -0.33  0.208
H -3.88 -1.93 -0.95  0.181
H 4.48 1.51 0.74  0.216
O -1.64 -4.95 1.95  -0.490
H 0.02 4.74 -1.12  0.266
H 3.79 -0.95 -1.99  0.207
C -0.57 2.89 -0.23  0.595
C 0.62 2.07 -0.46  -0.409
H -1.08 1.03 0.98  0.455
H -2.60 -2.54 -2.05  0.177
H 5.06 -0.06 -1.15  0.213
H -2.53 -3.62 0.05  0.232
H -1.29 4.45 -3.21  0.205
C -2.17 2.56 -2.70  -0.614
H 1.75 -1.02 0.37  0.231
C 3.06 0.47 -0.51  -0.027
C 1.79 2.59 -1.16  0.578
C -0.36 -2.97 2.55  -0.340
C 1.70 -0.22 -0.37  -0.473
H -0.02 -5.74 2.99  0.177
C -0.83 4.05 -1.15  -0.507
H 3.63 0.21 1.56  0.206
C -0.61 -1.03 1.13  0.023
H 1.42 -0.67 -1.32  0.237
H -1.56 -6.64 3.02  0.203
H -3.28 -0.90 -2.28  0.207
C -1.26 -3.67 1.75  0.331
H 2.81 1.74 1.23  0.219
H 0.10 -3.42 3.41  0.223
C 2.88 1.60 -1.51  -0.504
H -1.93 1.66 -2.14  0.203
H 3.81 2.17 -1.64  0.232
C -1.11 -5.65 3.06  -0.253
N -0.34 0.32 0.82  -0.569
H -3.10 2.97 -2.29  0.204

Its SMILES is CCCC(=O)C1=C(Nc2ccc(OC)cc2OC)CC(C)(C)CC1=O. As for the net charge: 0. The value obtained for the highest occupied orbital energy is -0.30981 Eh. As for the HOMO-LUMO gap: 0.33075 hartree. The calculation puts the LUMO energy at 0.57 eV.

***

Record 4
Here is C53H54AsMnNO3P4 as an isolated structure in a non-equilibrium geometry from the Open Molecules 2025 dataset. Energies are from wB97M-V/def2-TZVPD.

Each line ends with the Löwdin charge.
Element x y z (Å)
H -18.93 -0.62 19.29  0.113
P -10.53 -4.48 17.67  0.906
C -10.17 -1.96 18.77  -0.093
H -17.23 -9.56 21.31  0.120
C -17.61 -7.14 14.61  -0.049
H -17.70 -7.24 21.32  0.105
H -8.84 -9.84 16.21  0.071
C -13.97 -6.65 22.54  -0.047
H -7.61 -3.81 17.76  0.120
C -10.13 -0.55 18.76  -0.041
H -18.60 -7.61 14.70  0.123
H -16.80 -5.72 19.66  0.100
H -7.40 -10.60 20.15  0.135
C -13.40 -2.41 19.55  -0.128
O -11.65 -9.52 18.03  -0.325
H -11.59 -11.53 17.30  0.103
C -15.45 -8.58 18.56  -0.135
C -10.17 -8.76 20.74  -0.073
H -9.11 -8.10 16.27  0.053
H -17.40 -7.18 16.75  0.090
C -9.29 -9.04 15.77  -0.011
H -9.96 -2.44 19.69  0.085
H -12.75 -11.08 18.53  0.107
C -14.17 -0.19 19.40  -0.146
H -7.00 -8.62 18.77  0.087
H -16.57 -1.18 19.20  0.109
C -19.21 -0.82 17.13  -0.078
H -15.89 -10.52 19.45  0.126
N -10.27 -4.95 19.26  -0.347
H -6.33 -5.62 14.13  0.097
H -17.59 -7.01 12.41  0.135
H -19.23 -1.04 14.92  0.143
C -17.06 -7.60 20.57  -0.082
C -9.38 -5.56 15.38  -0.157
H -9.47 -4.63 19.75  0.063
H -5.72 -4.47 16.14  0.126
C -14.37 -3.60 16.83  -0.510
C -13.22 -0.99 21.45  -0.091
C -15.97 -9.42 19.51  -0.050
H -13.55 -8.63 14.16  0.062
O -10.72 -9.37 15.80  -0.278
C -10.70 -0.63 16.47  -0.074
C -15.73 -7.25 18.61  -0.420
H -10.47 1.18 17.56  0.116
C -6.77 -4.81 16.01  -0.038
C -13.26 -6.72 21.35  -0.119
H -15.30 -6.13 12.44  0.121
H -12.33 -10.02 14.14  0.083
H -11.15 -8.89 21.29  0.136
C -15.76 -6.41 13.39  -0.087
H -13.19 -3.37 19.11  0.050
C -9.30 -9.86 20.76  -0.090
H -11.03 -2.44 15.48  0.111
C -18.48 -0.84 18.33  -0.092
C -13.23 -9.57 14.57  -0.024
C -10.47 -2.67 17.63  -0.389
C -13.41 -6.06 23.68  -0.020
H -12.60 -3.12 21.37  0.071
H -8.56 -6.41 13.56  0.130
C -8.78 -7.65 19.09  -0.088
C -12.10 -5.65 23.55  -0.073
O -13.13 -9.51 16.07  -0.322
C -8.17 -9.81 20.04  -0.055
H -8.62 -6.96 18.38  0.044
C -8.42 -5.89 14.52  -0.114
C -15.06 -6.25 14.55  -0.120
H -14.00 -10.36 14.41  0.108
As -14.57 -1.65 16.92  1.322
C -17.07 -6.85 13.38  -0.056
C -13.04 -2.27 20.94  -0.040
H -9.49 -10.72 21.36  0.115
C -10.78 -2.03 16.44  -0.098
C -14.10 -1.44 18.86  -0.398
C -7.77 -4.45 16.88  -0.086
C -7.89 -8.66 19.26  -0.056
C -15.09 -4.34 17.87  -0.375
C -11.99 -6.25 21.26  -0.406
H -14.68 0.66 18.92  0.125
H -12.96 -0.82 22.48  0.102
H -10.50 -5.16 22.35  0.114
C -9.07 -4.87 16.58  -0.339
H -13.69 1.05 21.17  0.130
H -10.92 -11.09 18.88  0.080
H -14.09 -5.82 14.52  0.080
C -13.67 0.04 20.67  -0.078
C -10.42 0.11 17.60  -0.065
H -9.99 -0.11 19.68  0.094
H -10.40 -5.84 15.18  0.074
H -11.02 0.00 15.60  0.130
C -16.81 -8.94 20.52  -0.046
C -16.50 -1.33 17.04  -0.415
H -8.93 -8.91 14.73  0.111
C -9.94 -7.67 19.91  -0.347
C -18.60 -1.09 15.90  -0.090
C -17.16 -1.13 18.25  -0.140
H -11.69 -5.23 24.43  0.110
H -14.59 -3.99 15.82  0.055
H -20.23 -0.32 17.10  0.129
C -11.71 -10.91 18.19  -0.068
Mn -12.32 -6.54 17.45  0.528
H -13.81 -7.11 20.45  0.103
C -17.25 -1.30 15.87  -0.150
H -14.89 -4.26 18.94  0.071
P -11.18 -6.39 19.68  0.924
C -15.64 -6.51 15.82  -0.370
H -14.82 -8.97 17.77  0.087
H -13.96 -5.89 24.58  0.116
C -16.55 -6.74 19.62  -0.065
H -16.64 -1.52 15.00  0.087
H -15.01 -7.00 22.55  0.110
H -16.15 -4.16 17.71  0.088
C -11.42 -5.69 22.38  -0.091
H -13.29 -3.79 16.89  0.004
P -14.87 -6.21 17.40  1.023
C -7.14 -5.46 14.78  -0.033
C -16.94 -6.95 15.84  -0.062
P -11.81 -8.77 16.68  0.577

As for the net charge: +2. The value obtained for the highest occupied orbital energy (spin up / spin down) is -0.44660 / -0.44655 Eh. As for the HOMO-LUMO gap (spin up / spin down): 0.28025 / 0.24325 hartree. The spin multiplicity is 6. The calculation puts the LUMO energy (spin up / spin down) at -4.53 / -5.53 eV.

***

Record 5
Here is one molecule with the formula C19H19N3O2 in a non-equilibrium geometry from the Open Molecules 2025 dataset. Energies are from wB97M-V/def2-TZVPD.

Each line ends with the natural charge from an NBO analysis.
Element x y z (Å)
H 2.58 0.83 -2.21  0.219
O 1.32 2.17 -0.33  -0.514
H 0.08 2.79 2.63  0.222
C 0.00 -2.45 -3.80  -0.199
H 3.05 3.27 -0.41  0.210
H -0.66 -2.06 3.25  0.198
C 2.72 2.25 -0.60  -0.079
H 2.53 2.52 -2.72  0.213
N -1.79 -0.47 -0.35  -0.320
H -1.86 -4.20 -0.32  0.211
C -0.83 2.99 0.13  -0.545
H -2.72 -2.76 -0.92  0.225
H -2.02 -2.75 -3.19  0.211
C 0.06 -0.26 4.10  -0.218
C 2.99 1.83 -2.03  -0.626
C -0.65 0.99 1.71  -0.058
C -0.49 -1.01 3.09  -0.139
N -1.53 -2.45 0.74  -0.586
C -0.68 -2.87 -1.53  0.078
N -1.64 0.83 -0.47  -0.205
H 3.21 1.57 0.11  0.183
C 0.27 1.12 3.93  -0.195
C -0.08 1.73 2.75  -0.181
C -0.99 -2.70 -2.87  -0.230
C 0.66 3.27 -0.01  0.810
C 0.65 -2.80 -1.14  -0.259
C 1.65 -2.54 -2.07  -0.195
C 1.32 -2.36 -3.40  -0.227
H -1.25 3.67 0.87  0.238
C -1.77 -3.13 -0.52  -0.257
H 0.33 -0.72 5.04  0.218
C -1.07 1.54 0.46  0.189
H -0.26 -2.31 -4.84  0.212
O 1.16 4.35 0.15  -0.603
H 0.71 1.69 4.73  0.220
C -1.39 -1.10 0.74  0.391
H -1.29 3.19 -0.84  0.271
H 4.07 1.81 -2.21  0.213
H 2.10 -2.16 -4.13  0.212
H -1.01 -2.97 1.44  0.386
C -0.84 -0.41 1.87  -0.105
H 2.68 -2.47 -1.75  0.208
H 0.92 -2.93 -0.10  0.201

Its SMILES is CCOC(=O)Cc1nnc(NCc2ccccc2)c2ccccc12. As for the net charge: 0. The value obtained for the highest occupied orbital energy is -0.30252 Eh. As for the HOMO-LUMO gap: 0.31072 hartree. The calculation puts the LUMO energy at 0.22 eV.